1.
{"formula": "C3Cl2", "method": "ωB97M-V/def2-TZVPD", "homo_energy_ev": [-9.15, -9.15], "total_energy_ha": -1034.409079, "de_lowest_kj_mol": 257.49, "charge": 0, "elements": ["C", "C", "C", "Cl", "Cl"], "positions_angstrom": [[-0.8261, 0.2187, -0.4376], [-1.7177, 0.8955, -1.0799], [0.0311, -0.6540, -0.0888], [1.6027, 1.3610, 1.1557], [0.9100, -1.8212, 0.4506]], "mulliken_charge": [0.62, -0.38, 0.27, -0.54, 0.04]}



2.
{"formula": "C2GdO4", "method": "ωB97M-V/def2-TZVPD", "multiplicity": 8, "homo_energy_ev": [-12.94, -14.75], "total_energy_ha": -1142.434631, "de_lowest_kj_mol": 233.17, "charge": 1, "elements": ["O", "C", "O", "Gd", "O", "C", "O"], "positions_angstrom": [[1.3630, -0.8514, -0.2298], [1.4661, -0.0921, -1.1437], [1.9728, 0.3380, -2.0924], [-0.2300, -1.3986, 1.5367], [-1.5345, 0.5836, 1.7925], [-1.6148, 0.2770, 0.5228], [-1.4226, 1.1434, -0.3861]], "mulliken_charge": [-0.44, 0.86, -0.18, 1.42, -0.52, 0.24, -0.38]}



3.
{"formula": "C6H8N5", "method": "ωB97M-V/def2-TZVPD", "multiplicity": 3, "homo_energy_ev": [-11.25, -13.12], "total_energy_ha": -506.724287, "de_lowest_kj_mol": 34.19, "charge": 1, "elements": ["C", "C", "C", "C", "C", "C", "N", "N", "N", "N", "N", "H", "H", "H", "H", "H", "H", "H", "H"], "positions_angstrom": [[-2.3886, -0.8274, -0.6056], [-3.1903, 1.0967, 0.3292], [-1.1345, -0.8617, 0.0722], [-1.2191, 0.2199, 0.9470], [1.2119, -1.5283, 0.4605], [2.5940, 1.6206, -0.4331], [-3.3631, 0.0579, -0.3787], [-2.0089, 1.1416, 1.0087], [-0.1781, -1.7815, 0.1075], [1.5577, 0.6649, -0.2354], [1.8508, -0.4257, 0.2723], [-2.4109, -1.5496, -1.4673], [-3.9114, 1.7819, 0.5582], [1.7745, -2.2573, 0.8495], [2.3016, 2.5623, -0.0427], [3.5624, 1.1146, -0.1726], [2.5768, 1.9670, -1.5252], [-0.4205, -2.5335, -0.5563], [2.7958, -0.4623, 0.8118]], "mulliken_charge": [-0.33, -0.18, 0.93, -0.03, -0.23, -0.74, -0.47, -0.42, -0.16, -0.31, 0.18, 0.27, 0.42, 0.48, 0.30, 0.37, 0.29, 0.28, 0.33]}



4.
{"formula": "CH2Cl2N2O2S", "method": "ωB97M-V/def2-TZVPD", "homo_energy_ev": -10.23, "total_energy_ha": -1617.755133, "charge": 0, "elements": ["C", "N", "N", "O", "O", "S", "Cl", "Cl", "H", "H"], "positions_angstrom": [[-0.9527, -0.9995, 0.1208], [-1.5570, -0.9552, -0.9209], [-0.3147, 0.8042, 0.6830], [2.0025, 1.5645, 0.9269], [1.6671, -0.6599, 0.0719], [1.2054, 0.6924, 0.1514], [-0.4116, -1.8332, 1.4388], [1.1942, 1.4634, -1.6811], [-2.0727, -1.7134, -1.4010], [-0.7605, 1.6366, 0.6102]], "mulliken_charge": [0.50, -0.35, -0.48, -0.54, -0.54, 1.09, 0.00, -0.18, 0.30, 0.22]}



5.
{"formula": "B2F8Rb", "method": "ωB97M-V/def2-TZVPD", "homo_energy_ev": -7.11, "total_energy_ha": -873.295842, "de_lowest_kj_mol": 191.31, "charge": -1, "elements": ["Rb", "B", "F", "F", "F", "F", "B", "F", "F", "F", "F"], "positions_angstrom": [[-5.7280, 17.2101, -6.0499], [-3.2340, 15.8787, -8.1024], [-1.9406, 15.4190, -8.1832], [-3.3041, 17.2643, -7.8479], [-3.8696, 15.7190, -9.2740], [-4.0086, 15.1763, -7.2035], [-5.9838, 18.2959, -9.9025], [-6.3710, 17.3614, -8.9496], [-4.8558, 18.9212, -9.3695], [-5.5036, 17.6777, -11.0388], [-6.9900, 19.2396, -10.0569]], "mulliken_charge": [1.00, 0.59, -0.39, -0.44, -0.33, -0.45, 0.61, -0.40, -0.41, -0.39, -0.40]}



6.
{"formula": "C2H2InO6", "method": "ωB97M-V/def2-TZVPD", "homo_energy_ev": -14.64, "total_energy_ha": -718.522964, "de_lowest_kj_mol": 0.00, "charge": 1, "elements": ["In", "O", "C", "O", "O", "H", "O", "C", "O", "O", "H"], "positions_angstrom": [[-1.8087, -1.6452, 1.9235], [0.7194, -0.1919, 2.1812], [1.4594, -0.4962, 1.0729], [2.6541, -0.2440, 1.0208], [0.8916, -1.1209, 0.1375], [1.4831, 0.3080, 2.5625], [-1.4049, 1.6481, -1.9613], [-1.1642, 0.3950, -1.5318], [-1.7919, -0.0276, -0.5448], [-0.2742, -0.2285, -2.1517], [-0.7637, 1.6032, -2.7089]], "mulliken_charge": [0.94, -0.41, 0.81, -0.38, -0.35, 0.32, -0.38, 0.76, -0.37, -0.31, 0.36]}



7.
{"formula": "C11H14N2", "method": "ωB97M-V/def2-TZVPD", "homo_energy_ev": -8.33, "total_energy_ha": -537.021140, "de_lowest_kj_mol": 128.41, "charge": 0, "smiles": "Cc1c[nH]cn1.Cc1ccccc1", "elements": ["C", "C", "C", "C", "C", "C", "C", "H", "H", "H", "H", "H", "H", "H", "H", "C", "C", "C", "C", "N", "N", "H", "H", "H", "H", "H", "H"], "positions_angstrom": [[0.9277, 3.0987, 0.4332], [2.1085, -0.4145, 0.9273], [2.5500, -0.7192, -0.3331], [1.6804, 0.8763, 1.2930], [1.4764, 1.7143, 0.2248], [2.1070, 0.0974, -1.4081], [1.4512, 1.2788, -1.1388], [2.0889, -1.1553, 1.7215], [2.9646, -1.6878, -0.5996], [1.6259, 1.1372, 2.3297], [2.2967, -0.2248, -2.4350], [-0.1468, 3.2398, 0.3279], [1.4154, 3.8463, -0.1883], [1.1175, 2.0139, -1.8459], [0.9878, 3.4062, 1.4891], [-0.5554, -2.1647, 0.9026], [-2.6209, 0.0547, -1.0870], [-1.6114, -1.5101, 0.0723], [-2.8969, -1.9424, -0.1615], [-1.5199, -0.2424, -0.4661], [-3.4970, -1.0099, -0.9675], [-2.9560, 1.0498, -1.2749], [-4.4478, -1.0223, -1.2980], [-3.3785, -2.8119, 0.2135], [-1.0397, -2.3089, 1.8737], [0.2704, -1.4199, 0.8827], [-0.3981, -3.1792, 0.5126]], "mulliken_charge": [-1.57, -0.42, -0.66, -0.60, 1.19, -0.25, -0.86, 0.59, 0.33, 0.38, 0.37, 0.28, 0.38, 0.48, 0.37, -0.54, -0.36, 0.47, -0.67, -0.19, -0.08, 0.35, 0.18, 0.44, 0.30, -0.25, 0.34]}



8.
{"formula": "C6H14O", "method": "ωB97M-V/def2-TZVPD", "homo_energy_ev": -9.07, "total_energy_ha": -312.209077, "de_lowest_kj_mol": 120.66, "charge": 0, "smiles": "C=CO.CCCC", "elements": ["C", "C", "O", "H", "H", "H", "H", "H", "H", "C", "C", "C", "C", "H", "H", "H", "H", "H", "H", "H", "H"], "positions_angstrom": [[-1.7908, 1.2960, 0.6617], [-2.3632, 0.3521, -0.0844], [-1.4075, 2.4911, 0.1156], [-0.9744, 3.0384, 0.7781], [-1.7174, 1.2086, 1.7410], [0.5688, 0.2217, 1.0330], [-2.5642, 0.5262, -1.1277], [-0.3213, -0.6445, -0.9721], [-2.7998, -0.5167, 0.3744], [0.2635, -2.3797, 0.1525], [1.7233, 1.1625, -0.5122], [0.6333, -1.1170, -0.6152], [1.3149, -0.0828, 0.2614], [1.2702, -1.3774, -1.4663], [2.1983, -0.5170, 0.7428], [-0.2011, -3.1127, -0.5065], [-0.4443, -2.1333, 0.9415], [1.1381, -2.8413, 0.6086], [0.8450, 1.6515, -0.9237], [2.3912, 0.9026, -1.3371], [2.2376, 1.8716, 0.1345]], "mulliken_charge": [0.06, -0.94, -0.50, 0.34, 0.37, 0.06, 0.32, 0.00, 0.31, -1.34, -1.28, -0.05, -0.22, 0.40, 0.46, 0.35, 0.29, 0.38, 0.28, 0.38, 0.33]}